Formula: C24H41Cl3N3O10P2S2SiV
Source: the OMol25 dataset
Level of theory: the ωB97M-V functional and the def2-TZVPD basis

electronic energy: -161895.1071 eV
⟨S²⟩: 2.014
2S+1: 3
F_max: 0.85 eV Å⁻¹
total charge: 0
E_LUMO (spin up / spin down): -0.31 / -0.23 eV

Atoms and positions in Å:
1 V -1.090 -0.586 1.341
2 Cl -5.523 -1.716 0.569
3 Cl -7.544 2.900 2.462
4 Cl -2.218 2.151 2.324
5 S -0.731 -2.794 0.355
6 S -0.939 0.779 -0.668
7 P -1.211 -1.228 4.376
8 P 1.069 0.673 3.491
9 Si 0.928 0.352 -1.521
10 O -2.965 -0.528 1.273
11 O -2.251 -0.175 4.533
12 O 0.841 2.096 3.855
13 O 1.745 1.721 -1.898
14 O 0.802 -0.482 -2.927
15 O 0.545 0.120 2.193
16 O 2.634 0.314 3.537
17 O -0.996 -1.928 3.060
18 O 1.729 -0.596 -0.474
19 O -1.354 -2.342 5.528
20 N -0.191 0.740 5.830
21 N -1.666 -4.076 -1.729
22 N -2.158 -1.792 -1.666
23 C 2.139 2.596 0.343
24 C -2.928 -1.869 -2.763
25 C 3.328 3.455 -1.689
26 C -3.820 1.562 2.050
27 C -1.573 -2.886 -1.109
28 C 3.273 -1.777 0.851
29 C -5.288 -0.152 1.268
30 C 0.341 -0.323 4.888
31 C -6.177 1.897 2.094
32 C 2.935 -1.368 -0.578
33 C 0.033 -1.273 -5.007
34 C 1.370 -1.200 5.586
35 C 2.696 -2.606 -1.439
36 C -3.115 -3.076 -3.363
37 C -4.901 2.371 2.344
38 C -2.410 -4.157 -2.805
39 C -6.384 0.641 1.549
40 C 4.050 -0.511 -1.169
41 C -0.527 1.055 -4.284
42 C 1.836 0.456 -4.892
43 C -3.970 0.267 1.522
44 C 0.535 -0.038 -4.266
45 C 0.880 3.903 -1.390
46 C 2.011 2.911 -1.145
47 H -0.001 0.538 6.807
48 H 3.783 -0.169 -2.170
49 H -4.748 3.358 2.755
50 H 3.588 -3.236 -1.441
51 H -1.910 -0.866 -1.275
52 H 3.387 -0.893 1.480
53 H 4.231 0.366 -0.545
54 H -0.915 -1.614 -4.584
55 H 1.663 0.801 -5.914
56 H 4.196 -2.357 0.880
57 H 3.589 4.394 -1.198
58 H 2.241 1.279 -4.305
59 H -3.735 -3.188 -4.238
60 H -0.074 3.474 -1.081
61 H 2.569 -0.352 -4.919
62 H -1.424 0.726 -3.756
63 H 0.919 -1.728 6.427
64 H 4.132 2.737 -1.521
65 H 2.460 -2.321 -2.463
66 H 4.975 -1.087 -1.235
67 H 2.396 3.503 0.893
68 H -0.800 1.298 -5.312
69 H 1.047 4.820 -0.822
70 H -2.457 -5.132 -3.278
71 H 2.462 -2.384 1.260
72 H -7.382 0.281 1.346
73 H 0.826 4.158 -2.450
74 H -1.222 0.753 5.630
75 H 2.917 1.849 0.507
76 H 2.228 -0.621 5.927
77 H 3.172 1.115 3.515
78 H 1.741 -1.943 4.880
79 H -0.117 -1.055 -6.066
80 H 0.208 1.647 5.519
81 H 3.244 3.635 -2.762
82 H 0.759 -2.082 -4.915
83 H 1.199 2.210 0.746
84 H 1.866 -3.184 -1.036
85 H -1.287 -3.238 5.177
86 H -3.350 -0.935 -3.106
87 H -0.162 1.961 -3.800

=====

Formula: C4H9N2
Source: the OMol25 dataset
Level of theory: the ωB97M-V functional and the def2-TZVPD basis

electronic energy: -7262.4942 eV
F_max: 3.95 eV Å⁻¹
total charge: +1
E_LUMO: -4.61 eV
energy above the lowest of the compared OMol25 structures with the same formula, charge and spin: 130.2 kcal/mol

Atoms and positions in Å:
1 N -1.224 -1.454 0.276
2 N 3.416 -0.339 -0.083
3 C -2.381 0.586 -0.624
4 C 2.298 0.238 0.098
5 C -0.351 -0.567 0.308
6 C -1.770 -0.116 0.530
7 H 4.159 -0.552 0.636
8 H -3.419 0.254 -0.721
9 H 2.165 0.625 1.019
10 H 1.450 0.265 -0.581
11 H -2.629 1.711 -0.554
12 H -2.344 -0.119 1.430
13 H -1.443 -2.317 -0.273
14 H -1.818 0.699 -1.499
15 H 3.830 -0.865 -0.881